[1]
{"formula": "CH3NOP2S", "method": "ωB97M-V/def2-TZVPD", "elements": ["C", "N", "O", "P", "P", "S", "H", "H", "H"], "coordinates": [[0.6887, -0.7263, 0.9933], [1.5362, -0.0997, 0.3058], [-1.2335, 0.9017, 0.1919], [-1.0629, -0.5814, 0.9758], [-0.5414, 1.6464, -1.1515], [1.3491, 0.9904, -0.9344], [1.1954, -1.0560, 1.8741], [-0.8733, -1.6565, -0.3744], [-1.0583, 0.5814, -1.8807]], "fmax_ev_per_a": 7.33, "s2": 2.018, "charge": 0, "homo_ev": [-6.048, -9.174], "multiplicity": 3}

=====

[2]
{"formula": "CH3NOS", "method": "ωB97M-V/def2-TZVPD", "elements": ["O", "C", "N", "S", "H", "H", "H"], "coordinates": [[2.3105, -0.4834, 0.4672], [1.1167, -0.6325, 0.0988], [0.0332, 0.3557, 0.2550], [-1.5072, 0.3549, -0.4653], [0.7190, -1.7311, -0.1732], [0.3643, 1.0360, 0.9520], [-2.3843, 0.1903, 0.5502]], "fmax_ev_per_a": 4.86, "charge": 0, "smiles": "O=CNS", "homo_ev": -9.650, "multiplicity": 1}

=====

[3]
{"formula": "CH3NOS", "method": "ωB97M-V/def2-TZVPD", "elements": ["C", "N", "O", "S", "H", "H", "H"], "coordinates": [[0.9298, 0.1624, -0.2292], [-0.3041, 0.1714, 0.4674], [0.9877, -1.1575, 0.0138], [-1.7432, -0.1246, -0.1601], [0.9704, 0.5143, -1.2342], [1.5624, 0.8768, 0.2329], [-2.4030, -0.4428, 0.9093]], "fmax_ev_per_a": 2.41, "charge": 0, "homo_ev": [-10.013, -9.454], "multiplicity": 1}

=====

[4]
{"formula": "CH3NOS", "method": "ωB97M-V/def2-TZVPD", "elements": ["C", "S", "N", "O", "H", "H", "H"], "coordinates": [[0.6108, -0.1892, 0.1798], [-1.0421, 0.1452, 0.0602], [-1.8080, 1.4370, -0.1979], [-1.5894, -1.1163, 0.1172], [1.5914, -0.7415, 0.8438], [1.0688, -0.3650, -0.8163], [1.1686, 0.8298, -0.1868]], "fmax_ev_per_a": 9.35, "charge": 0, "smiles": "CS(#N)=O", "homo_ev": [-10.149, -10.149], "multiplicity": 1}